{
  "formula": "C15H23N3O10S",
  "method": "the ωB97M-V functional and the def2-TZVPD basis",
  "charge": 0,
  "homo_ha": -0.3363,
  "homo_lumo_gap_ev": 7.98,
  "symbols": ["O", "N", "O", "C", "C", "C", "C", "O", "C", "N", "S", "N", "C", "C", "C", "C", "O", "C", "C", "C", "C", "C", "C", "H", "H", "H", "H", "H", "H", "H", "H", "H", "H", "H", "O", "H", "H", "O", "H", "H", "O", "H", "H", "O", "H", "H", "O", "H", "H", "O", "H", "H"],
  "coordinates": [[-0.58120, -5.73998, -2.80131], [-1.06633, -5.40638, -1.79193], [-0.19574, -4.48940, -1.15974], [-0.88090, -3.24328, -0.87199], [0.11825, -2.11382, -1.11867], [-0.24038, -0.97506, -1.98847], [0.60047, 0.06032, -2.23946], [0.22300, 1.13120, -3.02991], [1.92997, 0.07644, -1.66144], [2.86787, 0.98189, -1.76965], [4.18350, 0.48249, -0.91034], [3.53388, -0.90352, -0.37076], [2.30017, -1.06839, -0.79492], [1.36335, -2.13273, -0.53670], [1.83459, -3.26059, 0.42327], [2.34436, -2.55919, 1.71966], [3.38761, -2.94393, 2.21054], [1.62158, -1.39089, 2.36776], [0.23829, -1.19983, 2.39723], [-0.32141, -0.09331, 3.06427], [0.50286, 0.85619, 3.68455], [1.91039, 0.70404, 3.63195], [2.43493, -0.41792, 2.99288], [-1.23099, -3.23019, 0.17939], [-1.75465, -3.19017, -1.54177], [-1.24823, -0.94735, -2.42591], [-0.06646, 1.86137, -2.46354], [2.66999, -3.75900, -0.09297], [1.01565, -3.94473, 0.68614], [-0.43099, -1.91364, 1.89838], [-1.40490, 0.06265, 3.12097], [0.07166, 1.71562, 4.20526], [2.58536, 1.43525, 4.07751], [3.52382, -0.56025, 2.96729], [-3.15543, 1.07761, -2.60838], [-2.56374, 1.44306, -3.27740], [-3.89144, 0.71550, -3.11740], [1.83156, 3.49417, 3.29257], [1.26359, 4.21541, 2.99997], [2.25746, 3.18817, 2.48427], [-4.66160, 2.90948, -0.57740], [-4.00024, 2.49132, -1.14190], [-5.46523, 2.40905, -0.75173], [5.01078, 3.57855, -2.04764], [4.34364, 2.88162, -2.01611], [5.83992, 3.10817, -2.18342], [-4.32600, 5.78352, 1.12943], [-4.64383, 5.00890, 0.64704], [-3.66645, 6.16753, 0.54420], [-5.39256, -0.39536, -1.77933], [-6.05585, -1.09280, -1.73801], [-4.56395, -0.86781, -1.91633]],
  "forces_ev_per_angstrom": [[-0.4, -0.5, 0.5], [0.1, 0.2, -1.0], [0.1, 0.6, 0.2], [0.2, 0.1, 0.2], [0.6, 1.1, -0.5], [-0.2, -0.8, 0.4], [0.2, 0.5, 0.2], [-0.3, -0.2, 0.1], [-0.6, -1.5, 0.8], [0.7, 0.7, -0.2], [-2.1, -1.0, -0.2], [0.9, -0.7, 0.8], [-0.4, 1.8, -1.5], [-0.3, -1.3, 0.7], [-0.4, 2.0, -0.1], [0.9, -0.7, 0.2], [-0.6, 0.2, -0.2], [0.0, 0.6, 0.1], [-0.3, 0.0, -0.1], [0.4, 0.2, 0.2], [0.5, -0.4, -0.2], [-0.7, -0.7, -0.2], [0.3, -0.1, 0.0], [0.1, -0.1, -0.5], [0.3, 0.3, 0.3], [0.5, 0.1, 0.2], [0.3, -0.1, -0.1], [-0.3, -0.1, 0.7], [0.4, 0.1, -0.2], [0.3, 0.3, 0.3], [0.4, -0.3, -0.2], [0.2, -0.3, -0.3], [-0.4, -0.3, -0.1], [-0.5, 0.0, 0.0], [0.1, 0.0, -0.2], [0.1, -0.1, 0.1], [-0.2, 0.2, 0.1], [0.0, 0.4, -0.2], [0.0, 0.0, 0.1], [0.0, 0.0, 0.0], [0.0, 0.2, 0.0], [0.0, -0.1, -0.1], [0.0, 0.0, 0.0], [0.0, -0.2, 0.1], [-0.2, 0.2, -0.2], [0.0, 0.1, 0.0], [0.0, -0.1, -0.1], [0.1, -0.1, 0.0], [0.0, 0.0, 0.0], [0.0, -0.2, -0.1], [-0.1, 0.1, 0.0], [0.0, 0.0, 0.2]],
  "lowdin_charge": [0.0916, -0.0224, -0.1505, -0.1270, -0.1136, 0.0639, -0.2498, 0.0313, -0.2659, -0.2059, 1.0472, -0.2133, -0.2651, -0.1138, -0.0169, -0.3395, 0.0848, -0.1555, -0.0318, -0.0713, -0.0764, -0.0828, -0.0254, 0.1213, 0.1183, 0.1151, 0.1170, 0.1397, 0.1152, 0.1012, 0.1053, 0.1038, 0.0988, 0.1211, -0.0543, 0.0495, 0.0354, -0.0605, 0.0497, 0.0434, -0.0549, 0.0010, 0.0338, -0.0746, -0.0384, 0.0306, -0.0674, 0.0031, 0.0274, -0.0492, 0.0494, 0.0271]
}

---

{
  "formula": "C57H49FN2O2PPdSSb",
  "method": "the ωB97M-V functional and the def2-TZVPD basis",
  "charge": 0,
  "homo_ha": -0.2655,
  "homo_lumo_gap_ev": 7.30,
  "symbols": ["Pd", "N", "C", "C", "C", "C", "C", "C", "P", "C", "C", "C", "C", "C", "C", "C", "C", "C", "C", "C", "C", "H", "H", "H", "H", "H", "H", "H", "H", "H", "H", "H", "H", "H", "H", "H", "H", "F", "C", "C", "C", "C", "C", "C", "H", "H", "H", "H", "S", "Sb", "C", "C", "C", "C", "C", "C", "C", "C", "C", "C", "C", "C", "C", "C", "C", "C", "C", "C", "H", "H", "H", "H", "H", "H", "H", "H", "H", "H", "H", "H", "H", "H", "H", "C", "C", "C", "C", "C", "C", "N", "C", "C", "C", "C", "C", "C", "C", "O", "O", "C", "C", "H", "H", "H", "H", "H", "H", "H", "H", "H", "H", "H", "H", "H", "H"],
  "coordinates": [[-0.56102, -0.15140, -0.59067], [1.32087, -2.77623, 1.39784], [1.97342, -1.94333, 2.27159], [2.28041, -2.41150, 3.55601], [2.96446, -1.62703, 4.45811], [3.39085, -0.35844, 4.08909], [3.07038, 0.12248, 2.83335], [2.32359, -0.62172, 1.91196], [1.73591, 0.16117, 0.33857], [2.85830, -0.53114, -0.91920], [2.82609, -0.05250, -2.25045], [3.28795, -0.93972, -3.23682], [3.94154, -2.11059, -2.92570], [4.16442, -2.46967, -1.60297], [3.58569, -1.68855, -0.62278], [2.22547, 1.89283, 0.58529], [1.52788, 2.65297, 1.52435], [1.98374, 3.90882, 1.88051], [3.10819, 4.44129, 1.25818], [3.77396, 3.71140, 0.28784], [3.34279, 2.43009, -0.03859], [1.11119, -3.70230, 1.73239], [1.59330, -2.75831, 0.42938], [1.98776, -3.42075, 3.82170], [3.19287, -2.01747, 5.44161], [3.96313, 0.25308, 4.77298], [3.40315, 1.11440, 2.56922], [2.99939, 0.99835, -2.43402], [3.13114, -0.68416, -4.27540], [4.30441, -2.73994, -3.72932], [4.74838, -3.34153, -1.34580], [3.70810, -1.97115, 0.41267], [0.65407, 2.23311, 2.01005], [1.46101, 4.47893, 2.63756], [3.45721, 5.42991, 1.52649], [4.64771, 4.12400, -0.19945], [3.91331, 1.82776, -0.73370], [-2.23694, -5.26604, 2.23656], [-1.87081, -4.12094, 1.60428], [-1.82889, -2.94526, 2.32687], [-1.46810, -1.78038, 1.66699], [-1.14840, -1.78982, 0.31248], [-1.19692, -2.99053, -0.38367], [-1.55719, -4.17032, 0.26204], [-2.07441, -2.94926, 3.38045], [-1.39463, -0.86181, 2.23716], [-0.94846, -3.02212, -1.43787], [-1.60022, -5.11400, -0.26605], [-2.31516, -0.22325, -2.13333], [-3.46372, 0.94064, -0.54199], [-4.23416, -0.32072, 0.96722], [-4.71133, -1.53064, 0.46634], [-5.30276, -2.45195, 1.31340], [-5.42905, -2.16689, 2.66421], [-4.96425, -0.96148, 3.16556], [-4.36662, -0.03558, 2.32083], [-5.27573, 1.35169, -1.54441], [-6.33482, 1.90296, -0.82818], [-7.53672, 2.17296, -1.46164], [-7.68173, 1.89667, -2.81530], [-6.62762, 1.35094, -3.53077], [-5.42374, 1.07587, -2.89523], [-3.13187, 2.90853, 0.13830], [-3.21285, 3.26207, 1.48234], [-3.38537, 4.59353, 1.83798], [-3.48193, 5.56271, 0.85477], [-3.36159, 5.21659, -0.48396], [-3.18551, 3.89190, -0.84623], [-4.59272, -1.76626, -0.58708], [-5.65528, -3.39699, 0.92157], [-5.88723, -2.88875, 3.32796], [-5.06213, -0.73933, 4.22044], [-4.00157, 0.88380, 2.73870], [-6.22700, 2.12358, 0.22885], [-8.35971, 2.59723, -0.90134], [-8.61993, 2.10826, -3.31185], [-6.73989, 1.13631, -4.58557], [-4.60145, 0.64532, -3.45482], [-3.14639, 2.51911, 2.25625], [-3.46018, 4.86552, 2.88272], [-3.64051, 6.59841, 1.12723], [-3.41135, 5.97960, -1.24572], [-3.12145, 3.62378, -1.89511], [-0.49535, 8.92501, -0.26651], [-0.67322, 8.02485, -1.46086], [-1.30475, 8.51424, -2.59797], [-1.48163, 7.70601, -3.71217], [-1.02008, 6.40465, -3.70330], [-0.36649, 5.90287, -2.57756], [0.10365, 4.57807, -2.54829], [0.70919, 3.93525, -3.61176], [1.26706, 4.68199, -4.66537], [1.83790, 4.07132, -5.76056], [1.87985, 2.68358, -5.84863], [1.39442, 1.94795, -4.78768], [0.83746, 2.53826, -3.64953], [0.42580, 1.63253, -2.53247], [0.76838, 0.42176, -2.59835], [-0.22546, 2.06423, -1.54407], [-0.20440, 6.70525, -1.44264], [0.46509, 6.10880, -0.23212], [-0.96334, 9.89168, -0.44503], [0.56159, 9.10014, -0.05476], [-0.93622, 8.49583, 0.63478], [-1.66058, 9.53709, -2.61009], [-1.98582, 8.09114, -4.58906], [-1.17162, 5.76444, -4.56176], [-0.09873, 4.00027, -1.74350], [1.25472, 5.75987, -4.60453], [2.25541, 4.68473, -6.54938], [2.29631, 2.19066, -6.71616], [1.41997, 0.87165, -4.81937], [1.34921, 5.53786, -0.53315], [-0.19932, 5.40738, 0.28651], [0.76915, 6.86324, 0.48819]],
  "forces_ev_per_angstrom": [[0.9, 0.9, -0.3], [0.3, -0.2, -0.1], [0.0, 0.1, -0.1], [0.0, 0.0, 0.0], [0.0, 0.0, 0.0], [0.0, 0.0, 0.0], [-0.1, 0.0, -0.1], [-0.1, 0.1, 0.1], [-0.1, -0.8, 0.4], [0.0, 0.1, 0.0], [2.6, -0.8, 0.4], [-0.1, 0.4, -0.1], [-0.2, -0.5, -0.1], [0.0, 0.1, -0.2], [-0.4, -0.1, 0.2], [-0.1, 0.0, 0.0], [0.0, 0.0, 0.0], [0.0, 0.0, -0.1], [0.0, 0.0, 0.0], [0.0, 0.0, 0.0], [0.1, 0.0, 0.1], [0.0, 0.0, 0.0], [-0.1, 0.1, -0.1], [0.0, 0.0, 0.0], [0.0, 0.0, 0.0], [0.0, 0.0, 0.0], [0.0, 0.1, 0.0], [-1.3, 0.2, -0.3], [0.3, 0.2, -0.1], [0.0, 0.0, 0.0], [0.0, 0.0, 0.0], [0.0, -0.1, 0.1], [0.0, 0.0, 0.0], [0.0, 0.0, 0.0], [0.0, 0.0, 0.0], [0.0, 0.0, 0.0], [0.0, 0.1, 0.0], [0.0, 0.0, 0.0], [0.0, 0.0, 0.0], [-0.1, 0.0, 0.0], [0.0, 0.0, 0.0], [0.0, 0.2, 0.2], [-0.2, 0.0, 0.0], [0.0, 0.0, 0.0], [0.0, 0.0, 0.0], [0.0, 0.0, 0.0], [0.0, 0.0, 0.0], [0.0, 0.0, 0.0], [0.0, -0.2, 0.2], [-0.4, -0.1, 0.0], [0.0, -0.1, 0.0], [0.1, 0.0, -0.1], [0.0, 0.0, 0.0], [0.0, 0.0, 0.1], [0.0, 0.0, 0.0], [0.0, -0.2, -0.1], [-0.2, 0.1, 0.0], [0.0, 0.0, 0.0], [0.0, 0.0, 0.0], [0.0, 0.0, 0.0], [0.0, 0.0, 0.0], [0.0, 0.0, 0.0], [0.0, 0.0, 0.1], [0.1, 0.0, -0.2], [0.0, 0.0, 0.0], [0.1, 0.1, 0.0], [0.1, 0.0, 0.0], [0.0, -0.1, 0.0], [0.0, 0.0, 0.0], [0.0, 0.0, 0.0], [0.0, 0.0, 0.0], [0.0, 0.0, 0.0], [0.0, 0.2, 0.1], [0.0, 0.0, 0.0], [0.0, 0.0, 0.0], [0.0, 0.0, 0.0], [0.0, 0.0, 0.0], [0.0, 0.0, 0.0], [0.0, -0.1, 0.1], [0.0, 0.0, 0.0], [0.0, 0.0, 0.0], [0.0, 0.1, -0.1], [0.0, 0.0, 0.0], [0.0, 0.0, 0.0], [-0.1, -0.1, 0.0], [0.0, 0.0, 0.0], [0.0, 0.0, 0.0], [-0.1, 0.0, 0.0], [0.0, -0.1, 0.0], [0.1, 0.1, -0.1], [0.0, 0.2, 0.0], [0.0, 0.0, 0.0], [0.0, 0.0, 0.0], [0.0, 0.0, 0.0], [0.0, 0.0, 0.0], [0.0, -0.1, -0.1], [0.0, -0.4, -0.4], [-1.0, 0.4, -0.5], [-0.2, 0.2, 0.6], [0.0, 0.0, 0.2], [0.0, -0.1, -0.2], [0.0, 0.0, 0.0], [0.0, 0.0, 0.0], [0.0, 0.0, 0.0], [0.0, 0.0, 0.0], [0.0, 0.0, 0.0], [0.0, 0.0, 0.0], [-0.1, -0.2, 0.0], [0.0, 0.0, 0.0], [0.0, 0.0, 0.0], [0.0, 0.0, 0.0], [0.0, -0.2, 0.1], [-0.1, 0.1, 0.1], [0.0, 0.0, 0.0], [0.0, 0.0, 0.0]],
  "lowdin_charge": [0.5094, 0.1228, -0.3333, -0.0366, -0.0910, -0.0968, -0.0861, -0.2732, 1.1060, -0.3323, -0.1273, -0.0650, -0.0930, -0.0953, -0.1151, -0.3741, -0.1036, -0.0918, -0.0982, -0.0677, -0.0674, 0.1032, 0.0801, 0.1100, 0.1030, 0.0987, 0.0963, 0.1087, 0.1007, 0.1023, 0.0989, 0.0941, 0.1102, 0.1074, 0.1064, 0.1067, 0.1004, 0.0358, -0.3016, -0.0320, -0.1505, -0.3709, -0.1404, -0.0248, 0.1185, 0.0976, 0.0928, 0.1151, 0.2590, 1.3209, -0.3463, -0.1280, -0.0692, -0.0779, -0.0794, -0.1159, -0.3595, -0.1157, -0.0823, -0.0845, -0.0803, -0.1309, -0.3317, -0.1129, -0.0777, -0.0750, -0.0673, -0.1172, 0.0953, 0.1111, 0.1068, 0.1056, 0.0725, 0.1030, 0.1037, 0.1030, 0.1048, 0.0622, 0.0739, 0.1061, 0.1070, 0.1092, 0.1139, -0.0530, -0.2379, -0.0639, -0.0839, -0.0437, -0.2148, 0.1104, -0.1740, -0.0340, -0.0838, -0.0907, -0.0298, -0.0581, -0.6382, -0.1453, -0.1307, -0.1660, -0.0280, 0.0727, 0.0836, 0.0773, 0.1033, 0.1015, 0.1167, 0.1052, 0.1076, 0.1028, 0.0970, 0.1045, 0.0761, 0.0844, 0.0695]
}

---

{
  "formula": "CH2ClNO",
  "method": "the ωB97M-V functional and the def2-TZVPD basis",
  "charge": 0,
  "smiles": "C#N.OCl",
  "homo_ha": -0.3788,
  "relative_energy_kcal_mol": 93.1,
  "homo_lumo_gap_ev": 10.73,
  "symbols": ["C", "N", "O", "Cl", "H", "H"],
  "coordinates": [[2.14447, -0.49888, -0.04890], [0.98783, -0.23440, -0.04404], [-1.44621, 0.40347, -0.14690], [-3.13471, 0.47858, -0.36549], [3.09125, -0.01298, 0.08979], [-1.64264, -0.13578, 0.51554]],
  "forces_ev_per_angstrom": [[-4.1, 2.7, 0.3], [4.0, -2.0, -0.1], [-0.5, 3.6, -4.4], [-0.8, 0.8, -0.9], [0.6, -0.9, -0.2], [0.9, -4.2, 5.2]],
  "lowdin_charge": [-0.0359, 0.0779, -0.5388, 0.5775, 0.0513, -0.1319]
}

---

{
  "formula": "C6H10N2O",
  "method": "the ωB97M-V functional and the def2-TZVPD basis",
  "charge": 0,
  "smiles": "[H]/N=C\\C(=N\\[H])C(C)(C)C=O",
  "homo_ha": -0.3551,
  "relative_energy_kcal_mol": 49.3,
  "homo_lumo_gap_ev": 9.63,
  "symbols": ["C", "C", "C", "C", "C", "C", "N", "N", "O", "H", "H", "H", "H", "H", "H", "H", "H", "H", "H"],
  "coordinates": [[0.02271, 0.41370, 0.09900], [-0.55959, 1.74230, -0.40678], [0.13948, 0.42244, 1.63175], [-0.80370, -0.76177, -0.34464], [1.38483, 0.23082, -0.59686], [0.09946, -2.03941, -0.83957], [-2.04115, -0.84935, -0.61977], [1.04240, -2.60555, -0.18193], [2.43575, 0.08006, 0.02347], [-2.60022, -0.02152, -0.40357], [1.49451, -1.97824, 0.49507], [1.38618, 0.41913, -1.68716], [-0.41103, -2.59731, -1.64033], [-0.75096, 1.70824, -1.48474], [-1.50128, 1.99098, 0.09371], [0.14669, 2.55934, -0.22323], [0.16885, -0.59645, 2.02986], [1.04928, 0.93056, 1.96492], [-0.70220, 0.95204, 2.09081]],
  "forces_ev_per_angstrom": [[0.0, 0.3, 0.4], [0.0, 0.1, -0.2], [0.3, 0.0, 0.2], [0.8, -1.4, -2.3], [1.9, 1.0, 1.9], [-1.7, -0.3, 2.2], [0.8, -0.3, 0.3], [-0.3, 1.1, -1.4], [-1.8, 0.2, -1.3], [0.3, 0.0, 0.2], [-0.5, -0.3, 0.2], [0.0, -0.3, 0.0], [0.2, 0.2, 0.2], [0.0, 0.0, 0.1], [0.2, -0.1, 0.0], [-0.1, -0.1, 0.1], [0.0, 0.2, 0.0], [-0.1, -0.1, -0.2], [0.0, -0.2, -0.2]],
  "lowdin_charge": [-0.4912, -0.0434, -0.0199, -0.2914, -0.2134, -0.1509, 0.1661, 0.1155, 0.0455, 0.0605, 0.0407, 0.1452, 0.0975, 0.0912, 0.0850, 0.0971, 0.0881, 0.0890, 0.0887]
}